# C7H9NO2

C7H9NO2 as an isolated structure at a distorted geometry (ωB97M-V/def2-TZVPD, the Open Molecules 2025 dataset).

Values from the calculation:
Net charge: 0
Lowest unoccupied orbital energy in Eh: 0.026

```
19
Properties=species:S:1:pos:R:3:mulliken_charge:R:1
C 2.02007 -0.30077 0.04417 0.303
C -0.66068 1.12318 0.63428 -1.023
C 0.78677 1.57116 0.36541 -0.540
C 0.17710 0.08003 -1.31364 -0.873
C -1.60557 -1.34806 -0.25591 -0.826
C 0.22047 -1.25909 0.65794 -0.331
C -0.64570 -0.23111 -0.03278 1.253
N 1.37094 0.70319 -0.63457 -0.198
O 3.12047 -0.47849 0.35130 -0.401
O -0.61007 -2.30228 0.06109 -0.434
H -0.95607 1.19056 1.66834 0.396
H -1.33616 1.75892 0.10408 0.353
H 0.75398 2.60449 0.05943 0.360
H 1.27702 1.26722 1.35068 0.266
H 0.38339 -0.82449 -1.85399 0.443
H -0.32080 0.85338 -1.84384 0.380
H -2.60044 -1.42474 0.22194 0.278
H -2.00920 -1.55563 -1.26310 0.239
H 0.63450 -1.42747 1.67916 0.355
```